1.
The following is a quantum chemistry calculation of C13H11BN5O5Pt as an isolated structure at a distorted geometry, from the OMol25 dataset.

Computed properties:
Total charge: -1
E_HOMO, eV: -4.9105
Frontier orbital gap, eV: 7.19
Energy above the lowest of the compared OMol25 structures with the same formula, charge and spin, eV: 0.226

Each line ends with the Mulliken charge.
Cartesian coordinates (Å):
Pt 0.0524 0.3719 -0.2812  1.363
O -4.3886 4.2287 0.5668  -0.536
C -3.3691 3.3374 0.4136  1.152
C -2.6740 2.8213 1.5048  -0.392
C -1.6559 1.9259 1.2666  -0.191
N -1.3783 1.5931 0.0058  0.106
C -2.0179 2.0639 -1.0676  0.052
C -3.0445 2.9623 -0.8873  -0.587
C -1.4604 1.5039 -2.3833  0.423
O -1.9576 1.8803 -3.4264  -0.707
O -0.4621 0.6887 -2.2471  -0.781
C -0.7434 1.2361 2.2876  0.380
O -0.9064 1.4906 3.4664  -0.710
O 0.1573 0.4608 1.7745  -0.787
H -4.5147 4.4075 1.5047  0.286
H -2.9044 3.0988 2.5267  0.440
H -3.5772 3.3606 -1.7391  0.547
B 2.2818 -2.6684 -1.0491  0.148
N 0.9764 -2.9585 -0.2683  0.098
C 0.6022 -4.1167 0.2962  -0.212
C -0.7208 -4.0099 0.6826  -0.911
C -1.0752 -2.7141 0.2936  -0.148
N -0.0520 -2.0938 -0.2842  -0.425
N 2.8892 -1.3288 -0.5122  0.194
C 4.1787 -1.1077 -0.2357  -0.169
C 4.3789 0.2526 -0.0706  -0.935
C 3.1142 0.8003 -0.2780  -0.075
N 2.2287 -0.1566 -0.5506  -0.587
H 3.0772 -3.5558 -0.8122  -0.192
H 2.0518 -2.5608 -2.2362  -0.191
H 1.3070 -4.9258 0.3880  0.391
H -1.3281 -4.7472 1.1785  0.363
H -2.0140 -2.1963 0.4170  0.436
H 4.8631 -1.9370 -0.1830  0.391
H 5.2937 0.7651 0.1696  0.366
H 2.7921 1.8276 -0.2306  0.405



2.
The following is a quantum chemistry calculation of C13H11CoN4OS5Sb as an isolated structure at a distorted geometry, from the OMol25 dataset.

Computed properties:
Total charge: -2
<S²>: 1.116
E_HOMO (spin up / spin down), eV: -1.4942 / -1.1797
Spin multiplicity: 2
Frontier orbital gap (spin up / spin down), eV: 5.84 / 5.54

Each line ends with the Mulliken spin population.
Cartesian coordinates (Å):
Co 0.0724 0.3775 0.6546  1.239
O 1.8595 -0.2385 0.6830  -0.003
C 2.3651 -1.4091 0.6366  -0.005
C 3.7730 -1.5456 0.5242  0.012
C 4.4002 -2.7600 0.5959  -0.006
C 3.6553 -3.9276 0.7507  0.010
C 2.2809 -3.8449 0.7855  -0.005
C 1.6048 -2.6224 0.7131  -0.008
C 0.1705 -2.5436 0.6392  0.000
N -0.5373 -1.4444 0.3783  0.011
C -1.8482 -1.8128 0.2962  -0.006
C -1.9611 -3.1441 0.5318  0.007
N -0.6860 -3.5993 0.7508  -0.001
H 4.3407 -0.6365 0.3952  0.001
H 5.4809 -2.8194 0.5370  0.000
H 4.1518 -4.8886 0.8115  0.001
H 1.7180 -4.7680 0.8464  0.000
H -2.6038 -1.0939 0.0481  0.001
H -2.8115 -3.7942 0.5816  0.000
H -0.4250 -4.5461 0.9628  0.000
S -3.4161 2.2105 3.5619  -0.128
Sb -1.8852 3.0914 2.0461  -0.129
S 0.1912 1.7369 2.2810  -0.057
S -1.4689 1.4079 -0.3096  0.213
S -1.2947 5.2035 2.8830  -0.156
S 0.5789 -1.0485 -3.2843  0.001
C 1.6092 0.2220 -3.0250  -0.001
N 1.2455 1.1877 -2.1020  -0.011
C 2.0325 2.2450 -1.8188  -0.002
C 3.2054 2.4008 -2.5120  0.000
C 3.5193 1.4078 -3.4564  0.000
N 2.7651 0.3510 -3.6887  0.000
H 0.3639 1.0494 -1.5743  0.020
H 1.7004 2.9136 -1.0353  0.003
H 3.8568 3.2415 -2.3381  0.000
H 4.4325 1.4554 -4.0410  0.000